The following is a DFT calculation (ωB97M-V with the def2-TZVPD basis set) of the ion C29H41N2O4 with charge +1.

As for the HOMO energy: -10.411 eV. The charge is +1. The calculation puts the gap between HOMO and LUMO at 8.434 eV. For the energy above the lowest of the compared OMol25 structures with the same formula, charge and spin, the calculation gives 0.4 kJ/mol.

Each line ends with the Löwdin charge.
Positions of all 76 atoms, in Å:
C -6.2455 -0.2357 1.3574  -0.09
C -5.0595 -1.0854 0.9131  -0.22
C -3.7194 -0.3703 1.1222  -0.27
C -3.5893 0.8309 0.1758  -0.09
N -2.1860 1.1385 -0.1644  -0.08
C -2.0824 2.4301 -0.8947  -0.10
C -1.2435 3.4654 -0.1521  -0.09
C 0.0761 2.8510 0.2026  -0.19
C 1.2937 3.4569 -0.0819  0.05
C 2.4836 2.8569 0.2948  -0.19
O 3.7196 3.3438 0.0552  -0.05
C 3.8471 4.5930 -0.5849  -0.07
C 2.4386 1.6345 1.0107  -0.19
O 3.6377 1.1454 1.4073  -0.07
C 3.6640 0.1119 2.3678  -0.05
C 1.2222 1.0239 1.2526  0.05
C 0.0351 1.6120 0.8227  -0.13
C -1.3241 0.9965 1.0480  -0.17
C -1.2403 -0.4905 1.4125  -0.07
C -2.4967 -1.3084 1.0661  -0.23
C -2.3694 -2.2223 -0.1819  -0.07
C -1.3949 -1.9167 -1.3384  -0.24
N -1.7941 -0.6687 -2.0030  -0.02
C -0.8790 -0.2900 -3.0792  -0.16
C 0.4509 0.1216 -2.4635  -0.11
C 0.9494 -0.9631 -1.5500  -0.17
C 2.3062 -1.0290 -1.2603  0.04
C 2.8511 -2.0132 -0.4511  -0.20
O 4.1755 -2.0804 -0.1396  -0.11
C 5.0644 -1.1446 -0.7110  -0.05
C 1.9824 -2.9926 0.0802  -0.19
O 2.3109 -4.0256 0.8965  -0.06
C 3.6517 -4.4477 1.0513  -0.06
C 0.6281 -2.9134 -0.2161  0.05
C 0.0845 -1.9014 -1.0004  -0.16
H -6.3371 0.6651 0.7557  0.07
H -7.1663 -0.8026 1.2546  0.08
H -6.1420 0.0529 2.4003  0.08
H -5.0527 -2.0099 1.4921  0.12
H -5.1931 -1.3521 -0.1370  0.11
H -3.7296 0.0106 2.1495  0.15
H -4.1213 0.6345 -0.7584  0.14
H -4.0398 1.7092 0.6459  0.14
H -1.8942 0.3401 -0.9027  0.11
H -1.6188 2.2395 -1.8645  0.12
H -3.0856 2.8215 -1.0714  0.13
H -1.7595 3.7816 0.7589  0.13
H -1.1164 4.3434 -0.7840  0.13
H 1.2961 4.4107 -0.5841  0.12
H 3.3703 5.3900 -0.0069  0.10
H 3.4274 4.5711 -1.5956  0.10
H 4.9170 4.7826 -0.6438  0.10
H 3.2766 -0.8290 1.9673  0.08
H 4.7130 -0.0150 2.6288  0.11
H 3.0978 0.3878 3.2620  0.11
H 1.2050 0.0947 1.7931  0.11
H -1.8264 1.5543 1.8506  0.17
H -1.0554 -0.5537 2.4848  0.14
H -0.3906 -0.9363 0.9034  0.09
H -2.6522 -2.0093 1.8916  0.15
H -3.3606 -2.3267 -0.6261  0.11
H -2.0971 -3.2144 0.1757  0.12
H -1.5251 -2.7571 -2.0453  0.16
H -2.7305 -0.7977 -2.3819  0.15
H -1.3217 0.5320 -3.6473  0.12
H -0.7167 -1.1306 -3.7661  0.14
H 0.3463 1.0524 -1.8978  0.10
H 1.1786 0.3023 -3.2550  0.13
H 2.9478 -0.2759 -1.6875  0.12
H 4.8373 -0.1245 -0.3885  0.09
H 5.0566 -1.2019 -1.8032  0.10
H 6.0494 -1.4274 -0.3443  0.10
H 4.1252 -4.6393 0.0870  0.10
H 3.5896 -5.3771 1.6161  0.10
H 4.2446 -3.7207 1.6090  0.09
H 0.0056 -3.6881 0.2006  0.13